(1)
Entry from the OMol25 dataset: C11H21P in the gas phase (ωB97M-V with the def2-TZVPD basis set).

```
! wB97M-V def2-TZVPD RIJCOSX def2/J DEFGRID3
* xyz 0 1
C -0.427 -1.163 0.484
C -1.579 -0.588 -0.033
C 0.917 -0.949 0.019
C -0.492 -2.160 1.568
C -2.859 -0.454 0.630
C 2.138 -1.815 0.531
C -1.910 1.250 -1.559
C 1.707 2.857 -0.377
C -1.708 -0.284 -1.512
C 1.340 0.307 -0.743
C 1.207 1.561 0.209
P 3.987 -1.492 0.013
H -0.009 -3.086 1.359
H -1.453 -2.437 1.868
H 0.026 -1.779 2.450
H -3.457 -1.283 0.816
H -3.420 0.364 0.309
H -2.444 -0.211 1.568
H 2.458 -1.456 1.474
H 4.469 -2.643 0.627
H 1.766 -2.787 0.459
H -1.133 1.715 -1.080
H -2.806 1.540 -1.143
H -2.007 1.784 -2.548
H 1.161 3.307 -1.230
H 2.678 2.871 -0.701
H 1.619 3.707 0.384
H -1.023 -0.817 -2.169
H -2.699 -0.679 -1.767
H 2.397 0.090 -1.054
H 0.842 0.463 -1.602
H 0.183 1.713 0.458
H 1.824 1.233 1.032
*
```

Properties
HOMO energy (spin up / spin down): -6.69 / -8.17 eV
Relative energy (zero: lowest compared OMol25 entry of this formula, charge and spin): 61.4 kcal per mole
E_tot: -21030.8777 eV

(2)
Entry from the OMol25 dataset: C25H28N2O6S in the gas phase (ωB97M-V with the def2-TZVPD basis set).

```
! wB97M-V def2-TZVPD RIJCOSX def2/J DEFGRID3
* xyz 0 1
C 5.534 -2.165 -1.497
C 4.207 -1.478 -1.606
C 3.369 -1.757 -2.690
C 2.151 -1.135 -2.856
C 1.280 -1.467 -4.027
C 1.736 -0.181 -1.903
C 0.509 0.543 -1.991
C 0.125 1.434 -1.049
C -1.189 2.161 -1.148
N -2.168 1.727 -0.163
C -2.317 2.541 1.028
C -3.659 2.328 1.742
C -4.855 2.521 0.792
C -5.745 3.521 1.532
C -4.718 4.273 2.376
O -3.785 3.293 2.781
S -2.399 0.082 -0.164
O -2.374 -0.319 -1.543
O -3.577 -0.229 0.590
C -1.015 -0.716 0.665
C -0.672 -0.387 1.963
C 0.373 -1.056 2.574
C 1.058 -2.061 1.900
C 0.703 -2.388 0.585
C -0.345 -1.707 -0.021
O 1.347 -3.360 -0.127
C 2.553 -3.799 0.463
C 2.378 -3.967 1.971
O 2.056 -2.726 2.561
C 0.964 1.695 0.113
O 0.711 2.473 1.018
N 2.143 0.984 0.139
C 2.564 0.079 -0.796
C 3.793 -0.565 -0.657
H 5.425 -3.237 -1.650
H 6.209 -1.788 -2.264
H 5.989 -1.990 -0.525
H 3.695 -2.486 -3.418
H 1.144 -0.594 -4.663
H 0.298 -1.795 -3.691
H 1.728 -2.260 -4.621
H -0.144 0.362 -2.830
H -1.622 1.977 -2.134
H -1.027 3.233 -1.011
H -2.286 3.587 0.705
H -1.491 2.401 1.733
H -3.683 1.343 2.214
H -5.345 1.573 0.593
H -4.509 2.934 -0.155
H -6.298 4.176 0.864
H -6.446 2.999 2.184
H -5.130 4.727 3.278
H -4.223 5.053 1.778
H -1.223 0.366 2.499
H 0.666 -0.828 3.586
H -0.641 -1.957 -1.025
H 3.345 -3.064 0.270
H 2.803 -4.746 -0.017
H 1.578 -4.692 2.167
H 3.303 -4.303 2.442
H 2.738 1.161 0.940
H 4.415 -0.340 0.198
*
```

Properties
HOMO energy: -8.36 eV
Relative energy (zero: lowest compared OMol25 entry of this formula, charge and spin): 28.4 kcal per mole
E_tot: -52480.1335 eV

(3)
Entry from the OMol25 dataset: 12 unconnected molecules or ions with the total composition C36H54F9O39P3 (ωB97M-V with the def2-TZVPD basis set).

```
! wB97M-V def2-TZVPD RIJCOSX def2/J DEFGRID3
* xyz 0 1
O 5.926 0.526 -1.586
C 6.246 -0.081 -0.598
O 5.466 -1.003 0.012
C 5.945 -1.062 1.339
C 7.450 -0.777 1.169
F 8.210 -1.892 1.087
O 7.443 -0.041 -0.055
H 5.329 -0.295 1.823
H 5.696 -1.952 1.918
H 7.878 -0.142 1.947
O -5.771 -1.171 3.239
C -4.760 -1.040 3.843
O -4.356 -1.735 4.893
C -3.400 -0.968 5.583
C -2.742 -0.206 4.420
F -1.719 -0.986 3.935
O -3.768 -0.162 3.440
H -3.857 -0.205 6.221
H -2.711 -1.582 6.152
H -2.323 0.729 4.791
O 1.610 3.945 -0.084
C 2.228 3.924 -1.089
O 3.467 3.355 -1.181
C 3.788 3.284 -2.564
C 2.994 4.493 -3.103
F 2.789 4.369 -4.444
O 1.865 4.473 -2.287
H 4.847 3.473 -2.745
H 3.600 2.304 -2.998
H 3.351 5.520 -2.956
O -0.782 3.636 3.746
C -1.793 3.986 3.232
O -2.739 4.745 3.843
C -3.636 5.214 2.825
C -2.805 5.033 1.592
F -2.054 6.198 1.462
O -2.177 3.858 1.948
H -4.499 4.559 2.662
H -3.995 6.224 2.999
H -3.363 4.967 0.662
O 2.594 -3.382 4.333
C 2.174 -4.437 3.983
O 2.786 -5.547 3.575
C 1.838 -6.556 3.248
C 0.609 -6.085 4.044
F 0.540 -6.488 5.336
O 0.838 -4.709 4.009
H 1.597 -6.510 2.185
H 2.097 -7.594 3.444
H -0.312 -6.352 3.528
O -3.316 -6.532 2.417
C -3.501 -5.726 1.572
O -4.663 -5.331 1.044
C -4.437 -4.327 0.109
C -3.141 -3.720 0.633
F -3.423 -2.847 1.645
O -2.486 -4.895 1.085
H -4.386 -4.674 -0.930
H -5.185 -3.551 -0.075
H -2.555 -3.126 -0.068
O -1.892 3.667 -5.404
C -1.339 2.800 -4.812
O -1.244 1.522 -5.170
C -0.620 0.785 -4.123
C 0.011 1.852 -3.223
F 1.294 2.087 -3.682
O -0.761 2.984 -3.598
H -1.386 0.230 -3.582
H 0.136 0.141 -4.565
H 0.085 1.792 -2.143
O 0.937 -3.035 -6.071
C 2.034 -2.855 -5.665
O 3.078 -3.684 -5.710
C 3.985 -3.256 -4.666
C 3.823 -1.768 -4.867
F 4.486 -1.376 -5.982
O 2.415 -1.702 -4.992
H 3.670 -3.729 -3.739
H 5.025 -3.518 -4.855
H 4.248 -1.166 -4.062
O -3.106 -6.238 -4.925
C -2.830 -5.115 -4.662
O -2.322 -4.218 -5.502
C -2.062 -2.967 -4.852
C -2.632 -3.216 -3.446
F -3.837 -2.583 -3.183
O -2.946 -4.576 -3.415
H -0.980 -3.025 -4.743
H -2.482 -2.090 -5.333
H -1.963 -2.905 -2.646
C -6.124 4.171 -0.379
O -6.288 3.411 -1.549
P -5.050 2.545 -2.072
O -3.746 3.020 -1.544
O -5.297 2.453 -3.661
C -4.625 3.370 -4.537
O -5.356 1.104 -1.499
C -4.349 0.069 -1.716
H -7.096 4.412 0.053
H -5.678 5.159 -0.539
H -5.494 3.682 0.367
H -4.061 4.166 -4.063
H -5.431 3.759 -5.166
H -4.047 2.810 -5.268
H -4.820 -0.901 -1.829
H -3.934 0.074 -0.707
H -3.673 0.359 -2.514
C 2.820 2.489 5.582
O 3.590 3.310 4.693
P 4.256 2.701 3.358
O 4.402 3.644 2.245
O 5.698 2.193 3.863
C 6.604 3.076 4.520
O 3.464 1.372 2.950
C 2.085 1.499 2.521
H 1.767 2.376 5.333
H 3.030 2.885 6.572
H 3.221 1.470 5.581
H 7.590 2.937 4.080
H 6.558 2.756 5.564
H 6.284 4.111 4.387
H 1.978 1.639 1.449
H 1.658 2.372 3.017
H 1.489 0.648 2.846
C -1.263 1.039 0.514
O -0.064 0.383 0.254
P -0.014 -1.029 -0.526
O -1.313 -1.496 -1.036
O 0.985 -0.707 -1.747
C 2.352 -0.414 -1.419
O 0.767 -2.146 0.301
C 0.247 -2.415 1.593
H -1.283 2.088 0.193
H -1.461 1.178 1.582
H -2.161 0.675 0.013
H 2.651 -0.690 -0.409
H 2.495 0.625 -1.706
H 3.052 -0.984 -2.032
H -0.660 -3.021 1.526
H -0.208 -1.557 2.117
H 1.081 -2.638 2.254
*
```

Properties
HOMO energy: -10.40 eV
Relative energy (zero: lowest compared OMol25 entry of this formula, charge and spin): 0.0 kcal per mole
E_tot: -170390.1994 eV

(4)
Entry from the OMol25 dataset: 2 unconnected molecules or ions with the total composition C3H9NO2 (ωB97M-V with the def2-TZVPD basis set).

```
! wB97M-V def2-TZVPD RIJCOSX def2/J DEFGRID3
* xyz 0 1
C 0.050 -0.741 -0.066
N -1.340 -0.239 -0.002
C -2.110 -0.935 1.060
C -1.813 0.455 -1.025
O -2.997 0.836 -1.004
H 0.707 -0.341 -0.856
H -0.018 -1.835 -0.185
H 0.505 -0.521 0.915
H -2.841 -0.247 1.516
H -1.472 -1.350 1.858
H -2.657 -1.763 0.580
H -1.134 0.572 -1.905
O 5.110 1.955 -0.682
H 4.288 1.781 -0.170
H 5.722 2.374 -0.034
*
```

Properties
HOMO energy: -9.35 eV
Relative energy (zero: lowest compared OMol25 entry of this formula, charge and spin): 34.1 kcal per mole
E_tot: -8841.4756 eV